Density functional theory data (the ωB97M-V functional and the def2-TZVPD basis) for a molecular structure, C9H21BrGaO6 in a non-equilibrium geometry.

Energy: -144375.43079 eV
E_LUMO: 1.86 eV
Charge: -1

Atoms and positions in Å:
C (-1.72421, -4.41859, -3.58398)
C (-0.09335, -4.06917, -3.45894)
Br (1.06532, -5.68327, -3.89292)
C (0.16730, -2.85669, -4.56093)
Ga (-0.06821, -3.62871, -6.47289)
H (-1.78424, -5.42066, -4.20355)
H (-2.15915, -4.51740, -2.49942)
H (-2.24898, -3.59110, -4.24133)
H (0.20886, -3.70614, -2.37968)
H (1.20055, -2.34071, -4.36345)
H (-0.68981, -2.05329, -4.35539)
H (1.11933, -3.13359, -7.42674)
H (-1.45820, -3.06662, -7.04382)
H (-0.11072, -5.22442, -6.54843)
C (0.86726, 1.95840, 0.56340)
O (-0.20206, 1.08982, 0.93227)
C (-0.27311, -0.05046, 0.20004)
O (0.47900, -0.36756, -0.70813)
O (-1.32582, -0.77673, 0.65334)
C (-1.52371, -2.01280, -0.03019)
H (0.82844, 2.83711, 1.21312)
H (1.83347, 1.46485, 0.70937)
H (0.75398, 2.29160, -0.47329)
H (-0.65307, -2.66524, 0.09212)
H (-1.73267, -1.83848, -1.09063)
H (-2.39071, -2.50955, 0.41402)
C (-0.32036, 2.60079, 4.54025)
O (-0.27047, 3.75144, 5.38135)
C (0.83246, 4.52267, 5.20760)
O (1.74002, 4.30895, 4.41915)
O (0.75062, 5.57282, 6.06297)
C (1.85223, 6.47585, 5.99053)
H (-1.24317, 2.05840, 4.76386)
H (-0.34038, 2.89398, 3.48568)
H (0.52658, 1.93733, 4.74294)
H (1.91904, 6.92409, 4.99390)
H (2.78609, 5.96741, 6.25126)
H (1.68184, 7.27566, 6.71651)

From a natural (NBO) analysis of the wavefunction, the atomic charges in e read:
1 C -0.671
2 C -0.221
3 Br -0.081
4 C -0.881
5 Ga 0.550
6 H 0.241
7 H 0.192
8 H 0.238
9 H 0.194
10 H 0.205
11 H 0.197
12 H -0.319
13 H -0.336
14 H -0.309
15 C -0.257
16 O -0.510
17 C 0.975
18 O -0.618
19 O -0.505
20 C -0.261
21 H 0.191
22 H 0.195
23 H 0.196
24 H 0.196
25 H 0.207
26 H 0.191
27 C -0.257
28 O -0.498
29 C 0.980
30 O -0.638
31 O -0.499
32 C -0.256
33 H 0.200
34 H 0.195
35 H 0.193
36 H 0.193
37 H 0.192
38 H 0.194